ORCA calculation (the ωB97M-V functional and the def2-TZVPD basis) on one molecule with the formula C5H9P.

- 2S+1 = 3
- ΔE to the lowest compared entry with this formula, charge and spin (kJ/mol) = 202.0
- largest force on an atom (eV Å⁻¹) = 6.459
- HOMO level (alpha / beta) (eV) = -3.327 / -8.933
- HOMO-LUMO gap (alpha / beta) (eV) = 4.439 / 5.520
- E_tot (Eh) = -537.0044
- net charge = 0

XYZ file:
```
15
Properties=species:S:1:pos:R:3:forces:R:3:mulliken_charge:R:1
C 1.04472 1.32452 -0.04675 4.4 -0.1 1.7 -0.28
C -0.11232 1.10824 -0.62404 -4.5 -4.5 -0.7 -0.56
C 1.78755 0.15826 0.52343 -0.2 1.2 1.4 -0.79
C -0.59130 -0.60805 -0.56974 -0.2 3.5 0.3 -0.31
C -1.68846 -0.77351 0.46762 0.1 -0.2 -0.1 -1.24
P 1.04124 -1.39821 -0.19287 0.1 1.4 -1.2 0.01
H 1.49665 2.30122 0.05441 0.2 0.1 -0.4 0.36
H -0.81500 1.77585 -1.07606 0.0 0.1 -0.7 0.49
H 2.85671 0.18239 0.29447 0.0 0.0 0.1 0.42
H 1.69003 0.14908 1.61489 -0.1 -0.4 0.0 0.33
H -0.93587 -0.86933 -1.56927 -0.1 -0.1 -0.1 0.40
H -2.24554 -1.69141 0.29016 -0.1 -0.2 0.0 0.39
H -2.38734 0.06138 0.42111 0.0 -0.1 0.0 0.36
H -1.27909 -0.82134 1.47606 0.0 0.1 0.1 0.35
H 1.54864 -1.14384 -1.47855 0.2 -0.7 -0.5 0.07
```
Positions in Å, forces in eV/Å.